{
  "formula": "C18H34N2O6",
  "method": "ωB97M-V/def2-TZVPD",
  "species": ["C", "C", "C", "C", "O", "C", "O", "N", "C", "C", "C", "C", "C", "C", "C", "N", "C", "O", "O", "C", "C", "C", "C", "C", "O", "O", "H", "H", "H", "H", "H", "H", "H", "H", "H", "H", "H", "H", "H", "H", "H", "H", "H", "H", "H", "H", "H", "H", "H", "H", "H", "H", "H", "H", "H", "H", "H", "H", "H", "H"],
  "xyz": [[-1.298590, 3.512378, 2.031732], [-0.273895, 2.452076, 2.433824], [0.404900, 2.816976, 3.753619], [-0.935669, 1.078928, 2.510727], [0.709022, 2.506764, 1.362796], [1.690365, 1.612807, 1.289200], [1.893396, 0.700157, 2.065822], [2.434937, 1.830683, 0.172633], [3.804516, 1.362318, 0.018909], [3.993186, -0.152874, 0.131964], [3.375722, -0.949693, -1.016195], [1.842824, -1.089708, -0.993595], [1.334121, -1.475352, -2.389880], [1.196068, -0.299077, -3.355768], [0.049598, 0.652163, -2.988184], [-1.203569, -0.042178, -2.815130], [-1.637117, -0.390730, -1.574295], [-1.232537, 0.128113, -0.558690], [-2.583228, -1.330491, -1.673651], [-3.234195, -1.861020, -0.490140], [-4.169035, -2.938529, -1.040737], [-4.035484, -0.758443, 0.201544], [-2.209388, -2.480439, 0.458439], [1.445536, -2.190618, -0.009101], [1.203477, -3.314416, -0.367302], [1.384509, -1.868102, 1.276102], [-0.809231, 4.473053, 1.892426], [-2.056402, 3.608776, 2.803229], [-1.773497, 3.224036, 1.097902], [-0.330783, 2.823151, 4.552650], [1.173778, 2.086177, 3.991551], [0.861998, 3.802258, 3.685497], [-1.842605, 1.148604, 3.105209], [-0.271722, 0.350185, 2.966618], [-1.188434, 0.744433, 1.508492], [2.188836, 2.666905, -0.335129], [4.138707, 1.693629, -0.967059], [4.440301, 1.841459, 0.775980], [5.072087, -0.327181, 0.120905], [3.619679, -0.497359, 1.093934], [3.666981, -0.477003, -1.957505], [3.803415, -1.955721, -1.013627], [1.377742, -0.155934, -0.675081], [2.014483, -2.215661, -2.814479], [0.366169, -1.968125, -2.284334], [2.121717, 0.277375, -3.393621], [1.012149, -0.695415, -4.357565], [0.250501, 1.157520, -2.041715], [-0.068338, 1.408215, -3.770797], [-1.529904, -0.614896, -3.578781], [-4.740107, -3.382008, -0.230885], [-4.854583, -2.504515, -1.764199], [-3.590117, -3.715050, -1.533166], [-4.757300, -0.329000, -0.490394], [-4.565199, -1.172543, 1.054584], [-3.371183, 0.027486, 0.548841], [-2.724886, -3.007048, 1.256373], [-1.576706, -1.715343, 0.898146], [-1.574248, -3.185530, -0.073564], [1.567233, -0.926623, 1.494922]],
  "forces_ev_per_a": [[0.38, -0.25, -0.06], [-0.43, -0.02, 0.62], [0.07, -0.06, -0.35], [0.24, 0.09, -0.12], [0.02, 0.11, -0.09], [0.06, 0.29, -0.66], [0.04, -0.20, 0.49], [-0.13, 0.40, -0.19], [0.21, -0.33, 0.40], [0.01, 0.08, -0.26], [-0.04, 0.11, 0.29], [-0.09, -0.28, -0.15], [-0.03, 0.15, 0.08], [-0.17, -0.06, 0.27], [0.23, 0.08, -0.05], [-0.13, -0.10, -0.27], [-0.16, 0.13, -0.49], [0.16, -0.01, 0.39], [-0.05, -0.10, -0.15], [-0.28, -0.21, 0.60], [0.32, 0.34, -0.03], [0.23, -0.05, -0.25], [0.00, 0.21, -0.24], [0.00, 0.31, -0.42], [0.02, -0.13, 0.06], [-0.03, 0.00, 0.65], [0.03, 0.12, 0.01], [-0.08, -0.01, 0.09], [-0.10, -0.02, -0.11], [-0.10, 0.02, 0.09], [0.01, -0.03, 0.06], [0.01, 0.11, 0.03], [-0.12, 0.05, 0.08], [-0.05, -0.04, 0.04], [-0.10, -0.06, -0.02], [-0.02, -0.07, 0.09], [0.00, 0.02, 0.07], [-0.02, 0.00, -0.14], [0.01, 0.01, 0.06], [0.15, -0.02, -0.02], [0.02, -0.03, -0.08], [0.00, 0.00, -0.13], [0.01, -0.07, -0.01], [-0.05, -0.07, 0.02], [0.08, -0.09, -0.08], [0.08, 0.06, -0.12], [0.07, 0.04, -0.07], [0.00, 0.05, -0.12], [0.05, 0.01, 0.13], [-0.04, -0.01, 0.11], [-0.06, -0.04, 0.10], [-0.11, 0.03, -0.06], [0.05, -0.12, -0.04], [-0.11, 0.03, -0.04], [-0.09, -0.07, 0.09], [0.00, 0.05, 0.07], [-0.09, -0.09, 0.08], [0.04, -0.01, 0.07], [0.06, -0.10, -0.03], [-0.01, -0.15, -0.29]],
  "lowdin_charge": [-0.017, -0.555, -0.015, -0.016, 0.050, -0.546, 0.066, 0.088, -0.159, -0.169, -0.133, -0.226, -0.153, -0.164, -0.178, 0.084, -0.563, 0.071, 0.043, -0.561, -0.023, -0.013, -0.008, -0.513, 0.103, 0.124, 0.086, 0.089, 0.088, 0.091, 0.081, 0.089, 0.094, 0.085, 0.056, 0.149, 0.122, 0.124, 0.116, 0.100, 0.110, 0.130, 0.114, 0.126, 0.111, 0.104, 0.111, 0.108, 0.118, 0.152, 0.088, 0.085, 0.088, 0.091, 0.091, 0.068, 0.094, 0.069, 0.091, 0.066],
  "smiles": "CC(C)(C)OC(=O)NCCCC(CCCNC(=O)OC(C)(C)C)C(=O)O",
  "multiplicity": 1,
  "orbital_gap_ev": 10.113,
  "relative_energy_kcal_mol": 3.4,
  "energy_ha": -1267.34474
}

{
  "formula": "C18H34N2Rh",
  "method": "ωB97M-V/def2-TZVPD",
  "species": ["Rh", "C", "C", "C", "C", "C", "C", "C", "C", "C", "C", "C", "C", "H", "H", "H", "H", "H", "H", "H", "H", "H", "H", "H", "H", "H", "H", "H", "H", "H", "H", "C", "N", "C", "C", "C", "N", "C", "C", "H", "H", "H", "H", "H", "H", "H", "H", "H", "H", "H", "H", "H", "H", "H", "H"],
  "xyz": [[0.088188, -0.176964, -0.165164], [-2.404589, 2.319661, -0.141597], [-1.749700, 1.099710, 0.407739], [-2.217211, -0.193724, 0.063506], [-3.350239, -0.363720, -0.908269], [-1.637824, -1.337135, 0.694024], [-2.061150, -2.714790, 0.310228], [-0.646534, -1.199056, 1.745847], [-0.125174, -2.428173, 2.428747], [-0.231321, 0.082213, 2.134808], [0.601369, 0.307366, 3.360292], [-0.631361, 1.213370, 1.325154], [-0.072441, 2.567462, 1.627663], [-3.414267, 2.348295, 0.287999], [-2.536153, 2.297025, -1.221133], [-1.907198, 3.241145, 0.134017], [-4.237536, -0.687878, -0.355544], [-3.153224, -1.126045, -1.659819], [-3.611453, 0.559141, -1.413869], [-2.865365, -2.736043, -0.414151], [-2.398411, -3.237648, 1.210719], [-1.221579, -3.301493, -0.073064], [-0.829439, -2.722903, 3.214346], [0.839795, -2.264999, 2.897876], [-0.039198, -3.272721, 1.749931], [1.645498, 0.544342, 3.150012], [0.577874, -0.552747, 4.021482], [0.191939, 1.161406, 3.902892], [-0.799446, 3.105424, 2.247774], [0.081250, 3.161929, 0.728805], [0.856252, 2.524047, 2.184989], [-0.563793, 1.215167, -2.887005], [0.335621, 0.271123, -2.183225], [0.063238, -1.129573, -2.609002], [1.757552, 0.643848, -2.452418], [2.653532, -0.194138, -1.586062], [2.215085, -0.064670, -0.162141], [2.774844, -1.200628, 0.623225], [2.749611, 1.208453, 0.394664], [-0.330599, 1.206945, -3.953951], [-0.409619, 2.220336, -2.500177], [-1.597803, 0.905401, -2.755849], [0.534525, -1.343191, -3.572614], [-1.008593, -1.287936, -2.691366], [0.488887, -1.851575, -1.890928], [1.860322, 1.709095, -2.248196], [1.980582, 0.492509, -3.511727], [3.697760, 0.110183, -1.681347], [2.608642, -1.247735, -1.862759], [3.860445, -1.225765, 0.504147], [2.363771, -2.144602, 0.265109], [2.542970, -1.064222, 1.676189], [3.835898, 1.219078, 0.286183], [2.513390, 1.270155, 1.451341], [2.332363, 2.065256, -0.128328]],
  "forces_ev_per_a": [[0.06, -0.07, -0.23], [0.01, 0.03, -0.01], [0.12, -0.12, 0.05], [0.01, 0.01, 0.05], [-0.02, 0.00, -0.01], [0.05, 0.02, 0.05], [0.01, -0.01, 0.03], [-0.07, 0.02, -0.08], [-0.03, -0.01, -0.01], [-0.05, 0.09, 0.08], [0.02, 0.01, -0.05], [-0.12, 0.04, 0.09], [0.00, 0.00, 0.00], [0.00, 0.01, -0.01], [0.01, -0.01, 0.01], [0.00, 0.01, 0.00], [0.01, -0.01, 0.00], [0.01, 0.01, -0.01], [0.00, -0.01, 0.00], [0.01, 0.00, -0.01], [-0.01, 0.00, 0.00], [-0.01, 0.00, 0.00], [0.00, 0.01, 0.01], [0.00, -0.01, -0.01], [0.02, 0.00, 0.00], [0.00, -0.02, 0.01], [-0.01, 0.00, 0.01], [0.01, -0.01, 0.02], [0.01, 0.01, 0.00], [0.00, 0.00, 0.00], [0.00, 0.01, 0.00], [-0.02, -0.01, -0.01], [0.01, 0.00, 0.05], [-0.02, 0.04, -0.05], [0.02, 0.07, -0.07], [0.04, -0.07, -0.03], [-0.10, 0.01, 0.05], [0.03, 0.00, -0.03], [0.04, 0.01, 0.01], [0.00, -0.01, 0.00], [0.00, 0.00, 0.00], [0.01, 0.01, 0.01], [0.02, -0.01, 0.02], [0.00, 0.00, 0.00], [0.00, -0.03, 0.04], [0.02, -0.01, 0.03], [-0.03, -0.01, 0.00], [-0.01, 0.03, 0.02], [-0.01, 0.00, -0.01], [0.00, 0.01, 0.00], [0.01, 0.00, 0.00], [0.00, -0.02, 0.01], [0.00, -0.02, 0.00], [-0.01, 0.02, -0.02], [0.00, 0.00, 0.01]],
  "lowdin_charge": [1.190, 0.028, -0.163, -0.199, 0.012, -0.188, 0.028, -0.207, 0.010, -0.177, 0.028, -0.223, 0.002, 0.148, 0.091, 0.095, 0.138, 0.096, 0.088, 0.095, 0.135, 0.117, 0.140, 0.091, 0.098, 0.098, 0.106, 0.125, 0.143, 0.106, 0.087, -0.011, -0.331, -0.023, -0.133, -0.145, -0.319, -0.020, -0.018, 0.131, 0.110, 0.086, 0.140, 0.098, 0.097, 0.135, 0.160, 0.159, 0.131, 0.129, 0.104, 0.085, 0.128, 0.073, 0.099],
  "multiplicity": 1,
  "total_charge": 3,
  "orbital_gap_ev": 7.757,
  "relative_energy_kcal_mol": 0.0,
  "energy_ha": -925.27778
}

{
  "formula": "C18H34N5O6P2SSeSr",
  "method": "ωB97M-V/def2-TZVPD",
  "species": ["Sr", "N", "C", "C", "P", "O", "O", "O", "P", "O", "O", "O", "H", "H", "H", "H", "H", "H", "H", "H", "C", "C", "C", "C", "N", "C", "Se", "N", "C", "C", "C", "C", "C", "C", "C", "C", "C", "C", "H", "H", "H", "H", "H", "H", "H", "H", "H", "H", "H", "H", "H", "H", "H", "H", "H", "H", "H", "H", "H", "H", "N", "C", "N", "S", "H", "H", "H", "H"],
  "xyz": [[-1.382603, 0.157958, 1.921865], [-3.291744, 0.639608, 5.612912], [-2.602668, 0.378513, 4.260110], [-3.438541, -0.678852, 3.501559], [-2.748737, 2.190775, 3.650591], [-4.384532, 2.083475, 3.569242], [-2.192132, 2.336264, 2.276898], [-2.349714, 2.979528, 4.832678], [-1.011236, -0.377135, 4.897529], [-1.785141, -1.591243, 5.679685], [-0.264777, -0.946123, 3.721896], [-0.389093, 0.550487, 5.857768], [-4.265506, 0.904249, 5.449587], [-2.796052, 1.461322, 6.009088], [-3.208550, -0.186024, 6.211829], [-4.058816, -1.183796, 4.240528], [-2.847455, -1.478800, 3.051448], [-4.108296, -0.245336, 2.757133], [-4.814991, 2.948128, 3.577318], [-1.243966, -1.971782, 6.383805], [-2.039937, 1.841365, -4.591158], [-0.754248, 1.051354, -4.819041], [0.507372, 1.858009, -4.516445], [0.782440, 2.050039, -3.025591], [1.162908, 0.796974, -2.378748], [0.388951, 0.026156, -1.585365], [-1.384277, 0.446106, -1.085422], [1.133175, -1.042592, -1.207472], [0.682853, -2.148671, -0.377929], [-0.342042, -3.043745, -1.068128], [0.174893, -3.717889, -2.346461], [0.033344, -2.868304, -3.610564], [2.408892, -0.937251, -1.740955], [3.526241, -1.756008, -1.650706], [4.657715, -1.344777, -2.332035], [4.673454, -0.162844, -3.081535], [3.556525, 0.646294, -3.178459], [2.421956, 0.232728, -2.491489], [-2.911850, 1.196240, -4.697624], [-2.126955, 2.653487, -5.314772], [-2.071595, 2.267745, -3.587834], [-0.711065, 0.721439, -5.858857], [-0.767241, 0.144107, -4.207363], [0.425716, 2.850246, -4.968072], [1.374822, 1.375385, -4.973958], [-0.089595, 2.431897, -2.496944], [1.605715, 2.748475, -2.871591], [0.308851, -1.741816, 0.564609], [1.575909, -2.715758, -0.118716], [-1.227617, -2.448558, -1.299524], [-0.644280, -3.806888, -0.346392], [-0.379302, -4.646747, -2.489311], [1.222723, -4.005684, -2.211777], [-0.993310, -2.511123, -3.716689], [0.279294, -3.458085, -4.493448], [0.692380, -1.999485, -3.605956], [3.529548, -2.671650, -1.076246], [5.552438, -1.950160, -2.285952], [5.580565, 0.118714, -3.598206], [3.570107, 1.554550, -3.764449], [2.693511, 2.795851, 2.908126], [2.069516, 1.624928, 2.759299], [2.081202, 0.774055, 3.784017], [1.315496, 1.265961, 1.272891], [3.192055, 3.037553, 3.747694], [2.668719, 3.444495, 2.141788], [2.280405, 1.100652, 4.717372], [1.498172, -0.047989, 3.711916]],
  "forces_ev_per_a": [[1.37, 0.25, -2.19], [0.12, -0.07, -0.24], [-0.82, 0.02, 1.22], [-0.53, 0.04, 0.41], [-0.54, 0.39, 0.68], [0.27, 0.01, -0.09], [0.05, -0.22, 0.12], [0.02, 0.09, -0.29], [0.18, -0.02, 0.92], [0.16, 0.08, -0.21], [-0.17, -0.02, -0.08], [0.02, -0.20, -0.18], [0.01, 0.03, 0.05], [-0.05, -0.03, 0.04], [-0.02, 0.03, 0.02], [-0.09, -0.20, -0.22], [0.01, -0.12, 0.19], [-0.02, 0.07, 0.00], [0.02, 0.03, 0.00], [0.02, 0.01, 0.02], [0.09, -0.07, -0.01], [-0.03, 0.05, 0.02], [0.00, -0.02, 0.04], [-0.08, 0.02, -0.09], [-0.31, 0.05, 0.13], [-0.04, 0.04, 0.15], [0.49, -0.31, -0.43], [-0.35, 0.16, 0.09], [-0.07, -0.09, -0.05], [0.10, 0.00, -0.04], [0.01, 0.09, 0.00], [-0.01, -0.06, 0.08], [-0.01, 0.07, -0.15], [0.07, 0.01, -0.01], [-0.03, 0.00, 0.01], [0.00, 0.00, 0.00], [0.00, -0.01, 0.01], [0.18, -0.13, -0.03], [-0.03, 0.03, -0.02], [-0.01, 0.02, 0.02], [-0.04, 0.01, 0.01], [-0.02, -0.04, 0.01], [0.03, -0.02, -0.02], [0.01, 0.01, -0.01], [0.02, 0.02, 0.00], [0.02, 0.01, -0.01], [-0.01, 0.01, 0.04], [-0.03, 0.01, -0.01], [-0.03, -0.03, 0.01], [-0.04, -0.06, 0.02], [0.04, 0.02, 0.04], [0.00, 0.00, -0.01], [-0.01, -0.05, 0.01], [0.01, 0.00, -0.03], [-0.01, 0.03, -0.02], [0.02, 0.02, 0.00], [-0.02, 0.00, 0.00], [-0.01, -0.01, 0.00], [-0.01, 0.02, -0.01], [-0.01, 0.01, 0.00], [-0.02, -0.06, -0.05], [0.05, 0.06, 0.02], [0.00, 0.08, -0.01], [0.03, -0.07, 0.06], [0.00, 0.02, -0.01], [0.02, 0.04, 0.04], [0.01, -0.01, 0.00], [-0.01, -0.03, 0.03]],
  "lowdin_charge": [1.203, 0.143, -0.541, -0.131, 0.299, -0.150, -0.441, -0.265, 0.284, -0.144, -0.470, -0.258, 0.153, 0.134, 0.144, 0.105, 0.064, 0.091, 0.101, 0.102, -0.111, -0.257, -0.175, -0.137, -0.008, -0.671, 0.634, -0.025, -0.151, -0.190, -0.232, -0.091, -0.159, 0.006, -0.066, -0.065, 0.007, -0.150, 0.075, 0.077, 0.042, 0.111, 0.075, 0.122, 0.107, 0.085, 0.131, 0.075, 0.125, 0.067, 0.116, 0.108, 0.106, 0.078, 0.078, 0.056, 0.112, 0.110, 0.110, 0.117, 0.110, -0.887, 0.121, 0.608, 0.119, 0.099, 0.121, 0.046],
  "multiplicity": 1,
  "total_charge": 1,
  "orbital_gap_ev": 8.053,
  "relative_energy_kcal_mol": 38.6,
  "energy_ha": -4944.74978
}